{"formula": "C26H36Br2ClF13N2O7S3Si", "method": "ωB97M-V/def2-TZVPD", "species": ["Br", "Br", "Cl", "S", "S", "S", "Si", "F", "F", "F", "F", "F", "F", "F", "F", "F", "F", "F", "F", "F", "O", "O", "O", "O", "O", "O", "O", "N", "N", "C", "C", "C", "C", "C", "C", "C", "C", "C", "C", "C", "C", "C", "C", "C", "C", "C", "C", "C", "C", "C", "C", "C", "C", "C", "C", "H", "H", "H", "H", "H", "H", "H", "H", "H", "H", "H", "H", "H", "H", "H", "H", "H", "H", "H", "H", "H", "H", "H", "H", "H", "H", "H", "H", "H", "H", "H", "H", "H", "H", "H", "H"], "xyz": [[2.131, -1.758, 1.103], [2.963, 3.503, 2.799], [-1.015, 1.966, -6.352], [2.976, -1.004, -2.449], [-1.653, 1.634, -4.439], [0.106, -6.486, 0.834], [-4.215, 2.094, 0.827], [-1.212, -2.755, 1.097], [0.341, -8.008, 1.202], [-3.570, -5.957, 2.239], [-0.080, -4.966, 0.471], [-0.990, -6.907, -0.215], [1.228, -6.090, 1.878], [-2.571, -4.252, 3.952], [1.199, -6.598, -0.289], [-3.528, -3.338, 2.227], [-2.575, -5.063, 0.549], [-0.731, -6.045, 3.331], [-1.806, -7.568, 2.262], [-0.094, -3.626, 2.788], [1.576, -1.343, -2.448], [-2.941, 2.225, -4.287], [0.794, 2.131, 3.715], [-3.309, 1.455, 2.074], [-1.462, 0.249, -4.171], [2.811, 0.671, -0.368], [3.900, -1.878, -1.787], [6.725, 1.445, -2.621], [-0.075, -0.188, 1.778], [-5.965, 2.186, 1.484], [1.044, 2.270, 0.036], [4.388, 1.410, -1.974], [-3.703, 3.839, 0.369], [0.589, 2.899, -1.286], [-1.241, -3.017, 2.418], [-1.422, -1.738, 3.218], [-2.438, -5.338, 1.842], [-2.418, -3.994, 2.646], [1.429, 0.793, 0.003], [-0.251, -0.757, 3.094], [2.197, 0.673, 2.426], [5.579, 0.797, -2.386], [-1.270, -6.350, 2.150], [-1.888, 1.572, 2.063], [5.613, 3.487, -1.984], [6.723, 2.764, -2.436], [3.077, 0.686, -1.729], [-4.259, 0.938, -0.656], [1.733, 1.961, 3.054], [-1.256, 0.434, 1.225], [-0.464, 2.566, -3.515], [4.428, 2.793, -1.746], [-0.603, 2.262, -2.014], [1.253, 0.067, 1.358], [3.423, -0.823, -4.165], [-1.529, 2.723, -1.689], [5.668, 4.553, -1.831], [-5.989, 2.835, 2.357], [0.849, 0.255, -0.747], [0.341, 3.936, -1.062], [-2.649, 3.904, 0.101], [-1.578, 1.503, 3.101], [2.329, -0.028, 3.244], [1.411, 2.955, -1.995], [-4.301, 4.240, -0.443], [4.484, -0.990, -4.304], [2.868, -1.605, -4.671], [0.519, 2.289, -3.887], [-6.315, 1.199, 1.773], [7.646, 3.290, -2.642], [-1.146, 0.774, 0.204], [-4.146, -0.099, -0.354], [0.317, 2.461, 0.820], [-0.622, 3.625, -3.702], [-0.642, 1.182, -1.912], [5.611, -0.275, -2.498], [-2.353, -1.251, 2.944], [-6.630, 2.599, 0.729], [3.568, 3.336, -1.381], [-1.566, 2.551, 1.702], [3.152, 0.166, -4.522], [-3.826, 4.475, 1.245], [-2.042, -0.318, 1.172], [3.184, 0.828, 2.006], [1.940, 2.811, 0.330], [-1.511, -2.005, 4.267], [0.648, -1.283, 3.401], [2.304, 1.203, -2.300], [-5.249, 1.059, -1.094], [-3.543, 1.193, -1.430], [-0.420, -0.011, 3.872]], "e_tot_ev": -273175.6617, "homo_lumo_gap_ev": 8.8724, "lumo_energy_ev": -0.1}



{"formula": "C11H8BN4O5Re", "method": "ωB97M-V/def2-TZVPD", "species": ["Re", "O", "O", "O", "O", "O", "N", "N", "N", "N", "C", "C", "C", "C", "C", "C", "C", "C", "C", "C", "C", "B", "H", "H", "H", "H", "H", "H", "H", "H"], "xyz": [[-0.035, 0.210, 0.318], [4.497, -0.423, 4.378], [4.826, 0.114, 1.452], [1.561, -0.671, 4.905], [0.214, -0.289, 2.109], [1.930, 0.080, 0.302], [-2.949, 1.080, -0.014], [-2.043, 0.071, 0.027], [-1.127, 2.952, -0.122], [-0.038, 2.132, -0.125], [-4.163, 0.558, -0.075], [3.810, -0.065, 2.047], [3.630, -0.341, 3.575], [2.095, -0.465, 3.860], [-0.701, 4.193, -0.270], [-2.738, -1.101, -0.012], [0.696, 4.220, -0.368], [-4.081, -0.837, -0.075], [2.415, -0.065, 1.536], [1.081, 2.915, -0.269], [1.508, -0.270, 2.522], [-2.677, 2.624, -0.052], [-3.154, 3.043, -1.063], [-2.217, -2.045, 0.016], [-3.092, 3.108, 0.957], [-5.025, 1.204, -0.119], [2.053, 2.455, -0.300], [1.323, 5.082, -0.505], [-4.893, -1.540, -0.117], [-1.416, 4.999, -0.306]], "e_tot_ev": -30531.4635, "multiplicity": 4, "homo_lumo_gap_ev": [6.3911, 5.9756], "s2": 3.767, "charge": 1, "lumo_energy_ev": [-6.1, -6.5]}



{"formula": "C40H35AsF5N5O2PtSTe", "method": "ωB97M-V/def2-TZVPD", "species": ["Pt", "Te", "As", "S", "F", "F", "F", "F", "F", "O", "O", "N", "N", "N", "N", "N", "C", "C", "C", "C", "C", "C", "C", "C", "C", "C", "C", "C", "C", "C", "C", "C", "C", "C", "C", "C", "C", "C", "C", "C", "C", "C", "C", "C", "C", "C", "C", "C", "C", "C", "C", "C", "C", "C", "C", "C", "H", "H", "H", "H", "H", "H", "H", "H", "H", "H", "H", "H", "H", "H", "H", "H", "H", "H", "H", "H", "H", "H", "H", "H", "H", "H", "H", "H", "H", "H", "H", "H", "H", "H", "H"], "xyz": [[-0.376, 0.191, 0.352], [2.166, 0.233, -1.735], [-1.488, -2.481, -1.891], [-2.154, -0.317, 2.111], [3.207, 1.374, -2.727], [0.824, 0.691, -2.950], [1.492, 1.723, -0.766], [3.484, 0.242, -0.426], [3.073, -1.141, -2.576], [-1.703, -1.189, -0.815], [1.052, -0.947, -0.882], [-0.290, 1.973, 1.716], [-3.206, -2.614, 1.246], [-2.210, -2.678, 3.311], [1.238, -0.195, 1.910], [-1.616, 1.779, -0.573], [-0.442, -3.886, -1.128], [1.160, 0.616, 2.998], [-1.946, 4.155, -0.684], [-3.290, -3.113, -2.084], [-2.650, 3.980, -1.894], [-0.441, 4.418, 1.678], [-3.585, -4.473, -2.086], [-4.316, -2.175, -2.191], [2.896, -1.504, 3.013], [-0.807, -2.087, -3.626], [0.719, -4.826, 0.749], [-1.696, 5.431, -0.111], [0.476, -2.495, -3.970], [-5.922, -3.958, -2.329], [-0.023, -3.795, 0.193], [-0.123, -5.004, -1.896], [1.902, 0.358, 4.160], [0.836, 2.234, 5.249], [0.128, 2.528, 4.072], [-2.252, 1.635, -1.717], [-3.914, -4.339, 2.806], [-4.903, -4.891, -2.214], [2.796, -0.736, 4.138], [-2.624, -4.063, 3.560], [-3.728, -3.978, 1.342], [-1.450, 3.013, -0.044], [-2.805, 2.722, -2.407], [-1.616, -1.429, -4.548], [2.076, -1.208, 1.911], [-0.941, 5.547, 1.032], [1.039, -5.942, -0.013], [0.314, 1.768, 2.931], [0.618, -6.033, -1.333], [-2.534, -2.014, 2.208], [0.960, -2.219, -5.240], [1.726, 1.196, 5.291], [-0.716, 3.130, 1.193], [0.165, -1.542, -6.155], [-5.630, -2.599, -2.314], [-1.122, -1.150, -5.812], [-1.833, -4.739, 3.228], [-3.324, 2.551, -3.339], [-1.751, -2.147, 4.034], [-4.725, -3.747, 3.233], [-2.751, -4.191, 4.632], [-3.048, 4.845, -2.409], [1.621, -6.744, 0.422], [-6.426, -1.872, -2.400], [-0.714, 6.526, 1.430], [-0.278, -2.920, 0.779], [0.675, 2.847, 6.125], [-4.098, -1.114, -2.156], [-2.314, 0.623, -2.090], [0.205, 4.542, 2.534], [-0.592, 3.333, 4.076], [-1.746, -0.642, -6.534], [-6.947, -4.287, -2.432], [0.547, -1.327, -7.144], [-2.083, 6.312, -0.607], [3.399, -0.947, 5.012], [1.097, -3.022, -3.259], [-2.633, -1.149, -4.298], [3.585, -2.334, 2.952], [-3.376, -2.044, 0.426], [1.053, -4.760, 1.778], [2.106, -1.806, 1.010], [-5.131, -5.949, -2.225], [-2.798, -5.210, -1.994], [-3.039, -4.670, 0.851], [0.872, -6.900, -1.926], [-0.434, -5.071, -2.932], [2.295, 0.993, 6.189], [-4.673, -4.005, 0.803], [1.960, -2.529, -5.512], [-4.180, -5.390, 2.900]], "e_tot_ev": -149381.2230, "multiplicity": 5, "homo_lumo_gap_ev": [7.6224, 5.9165], "relative_energy_kcal_mol": 0.00, "s2": 6.073, "charge": 2, "lumo_energy_ev": [-5.5, -7.7]}



{"formula": "C2H3NO2", "method": "ωB97M-V/def2-TZVPD", "species": ["O", "O", "N", "C", "C", "H", "H", "H"], "xyz": [[1.423, -0.840, 0.802], [-0.320, 1.759, -0.528], [-1.121, -0.211, 0.304], [-0.162, 0.586, -0.241], [1.212, -0.149, -0.168], [-2.087, 0.069, 0.265], [-0.912, -1.164, 0.558], [1.967, -0.051, -0.993]], "e_tot_ev": -7707.3588, "homo_lumo_gap_ev": 10.0013, "relative_energy_kcal_mol": 11.16, "smiles": "NC(=O)C=O", "lumo_energy_ev": 0.1}